# 1
DFT (the ωB97M-V functional and the def2-TZVPD basis) results for a 2-piece molecular cluster, C24H38ClN2O8S3 overall in a non-equilibrium geometry.

Geometry as XYZ:
```
76
Properties=species:S:1:pos:R:3
C -4.475 -0.806 -1.777
C -3.973 0.447 -2.577
Cl -5.270 1.710 -2.462
C -2.551 1.002 -2.079
C -1.716 -0.240 -1.596
C -0.910 -0.990 -2.522
C -0.156 -2.199 -1.967
C 0.687 -3.041 -3.001
O 0.646 -4.227 -3.111
O 1.530 -2.339 -3.924
C -0.299 -2.517 -0.537
C 0.444 -3.779 -0.014
C 1.341 -3.541 1.269
C 1.014 -4.733 2.285
C 1.501 -4.442 3.743
O 0.701 -4.053 4.550
O 2.822 -4.680 4.067
C -1.156 -1.659 0.311
C -1.340 -1.968 1.838
C -2.829 -1.811 2.330
C -3.287 -0.332 2.614
S -1.956 0.770 3.219
C -2.489 2.416 2.599
S -4.107 2.733 2.350
N -1.567 3.453 2.284
C -0.202 3.199 2.793
C 0.658 2.242 1.858
O 0.315 2.353 0.467
C -0.137 3.678 0.181
C -1.580 3.820 0.847
N -1.782 -0.585 -0.255
H -5.559 -1.039 -1.929
H -3.918 -1.753 -2.045
H -4.328 -0.675 -0.668
H -3.814 0.103 -3.638
H -2.795 1.609 -1.158
H -2.021 1.589 -2.863
H -0.860 -0.669 -3.587
H 1.068 -2.506 -4.774
H -0.332 -4.559 0.244
H 1.095 -4.260 -0.787
H 2.444 -3.642 1.062
H 1.204 -2.549 1.763
H 1.404 -5.707 1.864
H -0.103 -4.870 2.352
H 3.116 -5.355 3.421
H -0.574 -1.440 2.458
H -1.095 -3.066 1.931
H -2.978 -2.501 3.207
H -3.515 -2.217 1.531
H -4.081 -0.363 3.411
H -3.806 0.064 1.700
H 0.330 4.193 2.795
H -0.239 2.854 3.854
H 0.523 1.168 2.163
H 1.739 2.519 1.990
H 0.573 4.480 0.538
H -0.225 3.841 -0.928
H -2.300 3.236 0.225
H -1.858 4.906 0.717
H -2.361 0.047 0.313
O 3.329 2.577 -3.829
S 3.188 2.243 -2.443
O 2.497 3.104 -1.527
O 4.633 1.900 -1.839
C 5.685 2.864 -1.999
C 5.553 4.008 -1.012
C 2.508 0.618 -2.312
H 5.719 3.230 -3.028
H 6.621 2.336 -1.815
H 4.672 4.614 -1.230
H 6.429 4.656 -1.057
H 5.441 3.629 0.005
H 3.066 -0.050 -2.965
H 1.464 0.651 -2.622
H 2.579 0.296 -1.274
```

ΔE to the lowest compared entry with this formula, charge and spin: 0.0 kcal/mol
Electronic energy: -3303.15525 Ha
E_HOMO: -11.06 eV
Total charge: +1
Orbital gap: 6.30 eV


# 2
DFT (the ωB97M-V functional and the def2-TZVPD basis) results for one molecule with the formula C22H24N2O6 in a non-equilibrium geometry.

Geometry as XYZ:
```
54
Properties=species:S:1:pos:R:3
C -1.731 -4.104 -0.118
N -1.875 -3.390 1.120
C -2.709 -4.016 2.102
C -0.776 -2.474 1.524
C 0.006 -2.968 2.773
C -0.564 -3.319 4.004
C 0.225 -3.849 5.031
C 1.591 -4.033 4.833
C 2.156 -3.812 3.578
C 1.358 -3.316 2.553
C -1.113 -1.041 1.193
C -0.219 -0.635 -0.072
C 1.171 -0.129 0.274
C 1.800 -0.456 1.487
C 2.979 0.128 1.894
C 3.483 1.197 1.139
N 4.310 2.124 1.835
O 4.680 3.174 1.273
O 4.616 1.843 3.020
C 2.937 1.495 -0.127
C 1.822 0.791 -0.574
C -1.170 0.329 2.012
O -0.328 1.199 1.974
O -2.428 0.734 2.488
C -3.218 -0.343 3.005
C -2.489 -0.925 4.166
C -4.603 0.116 3.440
O -3.412 -1.244 1.893
C -2.561 -1.099 0.810
O -2.975 -1.070 -0.321
H -2.668 -4.616 -0.372
H -1.498 -3.413 -0.930
H -0.939 -4.864 -0.071
H -3.503 -4.583 1.598
H -2.161 -4.709 2.755
H -3.184 -3.232 2.701
H -0.070 -2.681 0.701
H -1.620 -3.152 4.217
H -0.245 -4.074 6.002
H 2.217 -4.315 5.674
H 3.216 -3.984 3.393
H 1.802 -3.086 1.582
H -0.150 -1.488 -0.772
H -0.780 0.143 -0.621
H 1.354 -1.168 2.168
H 3.420 -0.123 2.852
H 3.359 2.317 -0.699
H 1.391 0.994 -1.560
H -1.460 -1.170 3.890
H -2.428 -0.181 4.968
H -3.014 -1.794 4.556
H -5.102 0.607 2.605
H -5.164 -0.768 3.757
H -4.512 0.801 4.286
```

ΔE to the lowest compared entry with this formula, charge and spin: 170.1 kcal/mol
Electronic energy: -1413.51486 Ha
E_HOMO: -8.74 eV
SMILES: CN(C)[C@H](c1ccccc1)C1(Cc2ccc([N+](=O)[O-])cc2)C(=O)OC(C)(C)OC1=O
Orbital gap: 8.13 eV


# 3
DFT (the ωB97M-V functional and the def2-TZVPD basis) results for one molecule with the formula C4H6N2 in a non-equilibrium geometry.

Geometry as XYZ:
```
12
Properties=species:S:1:pos:R:3
N -0.981 -1.197 -0.267
C -0.956 0.235 -0.260
C 0.037 -0.515 -1.057
C 1.266 0.157 -0.321
N 1.112 -0.028 1.108
C 0.074 0.861 0.702
H -0.681 -1.650 0.594
H -1.805 0.788 -0.643
H 0.036 -0.704 -2.124
H 1.070 1.332 -0.303
H 0.735 -0.935 1.355
H -0.065 1.771 1.290
```

ΔE to the lowest compared entry with this formula, charge and spin: 143.5 kcal/mol
Electronic energy: -265.30690 Ha
E_HOMO: -8.23 eV
SMILES: N1[C@H]2[C@@H]1[C@H]1N[C@@H]21
Orbital gap: 9.16 eV


# 4
DFT (the ωB97M-V functional and the def2-TZVPD basis) results for a 5-piece molecular cluster, C15H30O5 overall in a non-equilibrium geometry.

Geometry as XYZ:
```
50
Properties=species:S:1:pos:R:3
C 0.948 6.441 4.268
C 0.115 5.445 3.472
C -1.343 5.746 3.244
O 0.599 4.366 3.100
H 1.658 5.900 4.893
H 0.337 7.023 4.958
H 1.440 7.151 3.603
H -1.453 6.683 2.698
H -1.777 5.748 4.244
H -1.792 4.887 2.747
C 0.922 1.702 1.281
C 1.449 0.585 0.301
C 0.488 -0.554 0.020
O 2.489 0.680 -0.320
H 0.283 1.171 1.986
H 0.312 2.294 0.598
H 1.712 2.328 1.697
H -0.537 -0.190 -0.049
H 0.264 -1.287 0.796
H 0.895 -1.081 -0.843
C -1.285 -5.676 -3.952
C -1.493 -4.150 -4.223
C -1.262 -3.221 -3.013
O -1.725 -3.710 -5.349
H -2.100 -6.327 -4.269
H -1.201 -5.732 -2.867
H -0.341 -6.003 -4.387
H -1.727 -3.601 -2.103
H -1.830 -2.301 -3.155
H -0.224 -3.050 -2.727
C -2.753 1.583 3.099
C -2.272 0.190 3.267
C -1.432 -0.056 4.520
O -2.314 -0.709 2.434
H -3.116 1.815 2.097
H -1.964 2.314 3.276
H -3.608 1.844 3.723
H -0.464 0.322 4.192
H -1.437 -1.099 4.837
H -1.898 0.553 5.295
C 2.492 -1.649 -3.900
C 3.325 -2.707 -4.495
C 2.656 -4.056 -4.700
O 4.544 -2.501 -4.735
H 1.409 -1.751 -3.964
H 2.652 -0.708 -4.426
H 2.741 -1.501 -2.849
H 1.584 -3.979 -4.884
H 2.976 -4.642 -3.839
H 3.058 -4.529 -5.596
```

ΔE to the lowest compared entry with this formula, charge and spin: 26.3 kcal/mol
Electronic energy: -965.67656 Ha
E_HOMO: -9.40 eV
SMILES: CC(C)=O.CC(C)=O.CC(C)=O.CC(C)=O.CC(C)=O
Orbital gap: 9.84 eV


# 5
DFT (the ωB97M-V functional and the def2-TZVPD basis) results for a 4-piece molecular cluster, C15H14F24O7S overall in a non-equilibrium geometry.

Geometry as XYZ:
```
61
Properties=species:S:1:pos:R:3
O -1.842 0.275 2.754
S -1.314 0.772 1.503
O -2.564 1.479 0.739
O -0.371 2.129 1.819
O 0.225 2.048 3.093
H -2.929 2.136 1.362
H -0.484 2.053 3.757
C -0.252 -4.383 1.858
C 0.659 -5.617 1.734
C 2.006 -5.573 2.460
F 2.792 -4.582 2.002
F 2.663 -6.739 2.251
F 0.841 -5.906 0.425
F -0.034 -6.662 2.270
O -0.241 -3.447 0.793
C 0.699 -2.443 0.749
C 1.614 -2.567 -0.469
F 2.268 -3.744 -0.469
F 2.548 -1.587 -0.452
F 1.385 -2.382 1.905
F 0.014 -1.276 0.646
H -1.267 -4.778 1.846
H -0.144 -3.893 2.826
H 1.863 -5.448 3.537
H 1.041 -2.488 -1.395
C -0.629 -4.485 -6.661
C -1.684 -3.503 -6.121
C -1.268 -2.037 -5.967
F -0.256 -1.892 -5.089
F -2.316 -1.324 -5.494
F -2.175 -3.975 -4.956
F -2.715 -3.518 -7.014
O 0.080 -5.276 -5.720
C 1.207 -4.786 -5.102
C 1.019 -4.659 -3.588
F -0.010 -3.836 -3.287
F 2.132 -4.133 -3.030
F 1.603 -3.628 -5.663
F 2.194 -5.681 -5.320
H -1.192 -5.214 -7.241
H 0.044 -4.007 -7.373
H -0.969 -1.613 -6.930
H 0.821 -5.631 -3.134
C 1.155 7.398 3.484
C 0.590 6.007 3.819
C -0.161 5.267 2.710
F -1.259 5.940 2.307
F -0.573 4.066 3.175
F -0.178 6.094 4.928
F 1.658 5.226 4.147
O 0.403 8.532 3.886
C -0.608 9.021 3.090
C -1.974 8.925 3.775
F -2.272 7.649 4.087
F -2.934 9.379 2.937
F -0.603 8.429 1.882
F -0.342 10.330 2.882
H 2.074 7.477 4.064
H 1.465 7.469 2.441
H 0.483 5.092 1.844
H -1.987 9.520 4.691
```

Electronic energy: -3901.49885 Ha
E_HOMO: -10.07 eV
Orbital gap: 10.61 eV


# 6
DFT (the ωB97M-V functional and the def2-TZVPD basis) results for one molecule with the formula C2H2N2O in a non-equilibrium geometry.

Geometry as XYZ:
```
7
Properties=species:S:1:pos:R:3
N -3.250 0.861 0.719
C -2.334 0.201 0.566
C -1.302 -0.832 0.471
N -0.137 -0.137 0.049
O -1.414 -2.036 0.536
H -0.258 0.819 0.359
H 0.855 -0.533 0.032
```

ΔE to the lowest compared entry with this formula, charge and spin: 12.1 kcal/mol
Electronic energy: -262.14458 Ha
E_HOMO: -11.33 eV
SMILES: N#CC(N)=O
Orbital gap: 11.43 eV


# 7
DFT (the ωB97M-V functional and the def2-TZVPD basis) results for C33H41AlAs2GeN as an isolated structure in a non-equilibrium geometry.

Geometry as XYZ:
```
79
Properties=species:S:1:pos:R:3
Al 8.975 12.250 12.660
C 9.883 11.869 16.375
As 8.709 11.346 14.910
C 6.958 12.079 15.479
C 8.284 9.474 14.966
C 8.006 8.859 16.193
C 8.085 7.470 16.284
C 8.419 6.704 15.178
C 8.713 7.342 13.966
C 8.543 8.699 13.835
As 8.249 9.652 12.125
C 6.300 10.118 12.122
C 8.135 8.124 10.851
H 9.572 11.321 17.281
H 9.708 12.957 16.451
H 10.945 11.669 16.135
H 7.170 12.717 16.360
H 6.237 11.297 15.775
H 6.618 12.723 14.688
H 7.699 9.504 17.034
H 7.903 7.025 17.264
H 8.484 5.618 15.211
H 9.064 6.751 13.150
H 5.789 9.306 11.620
H 6.243 11.083 11.588
H 5.902 10.187 13.142
H 7.415 7.357 11.209
H 9.163 7.756 10.677
H 7.764 8.543 9.926
C 6.745 14.604 10.321
C 7.844 14.787 11.395
C 8.963 15.580 10.728
C 7.388 15.675 12.630
N 8.166 13.504 11.751
H 6.334 15.556 10.002
H 5.967 13.963 10.755
H 7.143 14.035 9.501
H 8.694 16.581 10.357
H 9.415 14.950 9.934
H 9.763 15.695 11.489
H 7.080 16.652 12.196
H 8.244 15.824 13.278
H 6.602 15.082 13.125
C 10.887 11.809 12.447
Ge 12.467 12.212 11.530
C 13.886 11.193 12.468
C 14.964 10.501 11.923
C 15.818 9.759 12.712
C 15.563 9.610 14.077
C 14.402 10.137 14.595
C 13.578 10.967 13.814
C 13.164 14.052 11.557
C 12.724 15.002 10.632
C 13.203 16.315 10.644
C 14.260 16.602 11.532
C 14.817 15.580 12.303
C 14.319 14.292 12.264
C 12.430 11.760 9.622
C 13.576 12.060 8.824
C 13.540 11.862 7.452
C 12.330 11.528 6.804
C 11.184 11.277 7.531
C 11.233 11.436 8.916
H 10.917 10.714 12.452
H 15.132 10.519 10.848
H 16.641 9.218 12.268
H 16.249 9.027 14.722
H 14.183 10.020 15.607
H 12.757 11.471 14.311
H 11.958 14.639 10.022
H 12.748 17.004 9.894
H 14.675 17.623 11.623
H 15.645 15.843 12.960
H 14.729 13.457 12.816
H 14.524 12.369 9.276
H 14.407 12.162 6.905
H 12.285 11.374 5.704
H 10.294 10.906 6.957
H 10.283 11.279 9.478
```

ΔE to the lowest compared entry with this formula, charge and spin: 0.0 kcal/mol
Electronic energy: -8127.57266 Ha
E_HOMO (alpha / beta): -2.31 / -2.31 eV
Total charge: -1
Orbital gap (alpha / beta): 4.57 / 4.57 eV


# 8
DFT (the ωB97M-V functional and the def2-TZVPD basis) results for C4H9F as an isolated structure in a non-equilibrium geometry.

Geometry as XYZ:
```
14
Properties=species:S:1:pos:R:3
C 1.251 -0.724 0.923
C -0.444 -0.308 -1.377
C -0.997 0.958 0.703
C -0.492 -0.376 0.171
F -1.167 -1.497 0.528
H 0.831 -0.837 1.977
H 1.621 0.190 0.609
H 1.637 -1.526 0.416
H 0.135 -1.142 -1.788
H -0.103 0.754 -1.538
H -1.498 -0.299 -1.662
H -2.056 1.065 0.683
H -0.603 1.201 1.792
H -0.537 1.842 0.089
```

ΔE to the lowest compared entry with this formula, charge and spin: 49.4 kcal/mol
Electronic energy: -257.59690 Ha
E_HOMO: -9.44 eV
Orbital gap: 10.44 eV


# 9
DFT (the ωB97M-V functional and the def2-TZVPD basis) results for a 5-piece molecular cluster, C36H80BF4N4 overall in a non-equilibrium geometry.

Geometry as XYZ:
```
125
Properties=species:S:1:pos:R:3
C -3.538 -1.047 8.998
C -3.262 -0.679 7.546
C -2.635 0.696 7.425
N -2.076 1.059 6.038
C -0.765 0.330 5.889
C 0.200 0.843 4.803
C 0.347 2.357 4.919
C -1.012 3.025 4.898
C -1.864 2.562 6.052
C -3.063 0.667 4.980
H -4.104 -0.296 9.551
H -2.618 -1.256 9.545
H -4.136 -1.957 9.057
H -4.182 -0.692 6.958
H -2.653 -1.489 7.134
H -1.869 0.853 8.180
H -3.400 1.466 7.545
H -0.296 0.269 6.872
H -1.045 -0.705 5.681
H 1.164 0.353 4.886
H -0.310 0.599 3.866
H 0.972 2.587 5.788
H 0.957 2.743 4.099
H -0.896 4.103 5.019
H -1.484 2.820 3.936
H -1.425 2.769 7.029
H -2.863 3.000 6.078
H -3.129 -0.412 5.048
H -2.728 1.034 4.018
H -4.010 1.125 5.256
C 5.152 -1.990 0.410
C 4.215 -2.988 -0.292
C 2.817 -3.095 0.352
N 2.514 -4.452 0.962
C 3.548 -4.833 1.999
C 3.533 -3.961 3.235
C 2.134 -3.777 3.819
C 1.071 -3.421 2.791
C 1.161 -4.400 1.637
C 2.448 -5.493 -0.093
H 4.903 -1.876 1.467
H 5.083 -1.005 -0.048
H 6.191 -2.315 0.409
H 4.730 -3.945 -0.210
H 4.053 -2.735 -1.336
H 2.112 -3.012 -0.474
H 2.666 -2.329 1.104
H 4.523 -4.994 1.549
H 3.184 -5.825 2.294
H 3.999 -2.993 3.016
H 4.237 -4.356 3.968
H 2.179 -2.956 4.543
H 1.953 -4.621 4.491
H 1.180 -2.403 2.418
H 0.063 -3.537 3.192
H 0.436 -4.237 0.836
H 0.962 -5.416 1.988
H 1.728 -5.139 -0.828
H 2.070 -6.428 0.315
H 3.428 -5.680 -0.521
C 0.145 3.607 -9.440
C 1.177 3.618 -8.298
C 0.454 3.904 -6.991
N 1.288 4.009 -5.733
C 0.415 4.763 -4.734
C 0.900 4.545 -3.308
C 1.050 3.062 -3.005
C 2.136 2.490 -3.896
C 1.698 2.592 -5.356
C 2.502 4.871 -6.019
H 0.579 3.900 -10.389
H -0.659 4.310 -9.201
H -0.352 2.641 -9.515
H 2.024 4.259 -8.534
H 1.610 2.614 -8.223
H -0.357 3.183 -6.879
H -0.085 4.855 -7.057
H -0.565 4.292 -4.775
H 0.459 5.813 -5.004
H 0.211 5.032 -2.614
H 1.830 5.092 -3.130
H 0.096 2.536 -3.122
H 1.269 2.947 -1.942
H 2.303 1.459 -3.576
H 3.106 2.971 -3.751
H 0.850 1.932 -5.528
H 2.487 2.365 -6.068
H 3.301 4.230 -6.377
H 2.830 5.246 -5.052
H 2.185 5.661 -6.688
C 0.178 -1.138 -4.215
C -0.840 -1.825 -3.304
C -1.322 -0.839 -2.256
N -2.415 -1.332 -1.306
C -3.603 -1.853 -2.063
C -4.371 -0.762 -2.793
C -4.679 0.440 -1.914
C -3.545 0.921 -1.006
C -2.794 -0.242 -0.352
C -1.879 -2.472 -0.502
H 0.982 -0.617 -3.701
H -0.337 -0.342 -4.765
H 0.479 -1.874 -4.956
H -0.406 -2.709 -2.827
H -1.675 -2.260 -3.854
H -1.785 0.040 -2.703
H -0.526 -0.511 -1.583
H -3.300 -2.662 -2.717
H -4.279 -2.235 -1.295
H -3.851 -0.399 -3.693
H -5.235 -1.205 -3.290
H -5.033 1.317 -2.454
H -5.519 0.141 -1.275
H -2.800 1.464 -1.591
H -3.903 1.588 -0.226
H -1.843 0.153 0.023
H -3.228 -0.656 0.557
H -2.654 -2.808 0.186
H -0.998 -2.201 0.074
H -1.699 -3.300 -1.184
B 1.119 0.567 0.994
F 0.248 1.645 1.335
F 1.989 0.428 2.087
F 0.263 -0.577 0.864
F 1.829 0.806 -0.172
```

ΔE to the lowest compared entry with this formula, charge and spin: 0.0 kcal/mol
Electronic energy: -2062.41263 Ha
E_HOMO: -17.30 eV
Total charge: +3
Orbital gap: 11.64 eV


Please write out number 8 again, unchanged.
DFT (the ωB97M-V functional and the def2-TZVPD basis) results for C4H9F as an isolated structure in a non-equilibrium geometry.

Geometry as XYZ:
```
14
Properties=species:S:1:pos:R:3
C 1.251 -0.724 0.923
C -0.444 -0.308 -1.377
C -0.997 0.958 0.703
C -0.492 -0.376 0.171
F -1.167 -1.497 0.528
H 0.831 -0.837 1.977
H 1.621 0.190 0.609
H 1.637 -1.526 0.416
H 0.135 -1.142 -1.788
H -0.103 0.754 -1.538
H -1.498 -0.299 -1.662
H -2.056 1.065 0.683
H -0.603 1.201 1.792
H -0.537 1.842 0.089
```

ΔE to the lowest compared entry with this formula, charge and spin: 49.4 kcal/mol
Electronic energy: -257.59690 Ha
E_HOMO: -9.44 eV
Orbital gap: 10.44 eV


Q: The lowest electronic energy belongs to which entry?
A: C33H41AlAs2GeN